{"formula": "C4H4N2S", "method": "ωB97M-V/def2-TZVPD", "species": ["N", "C", "C", "C", "N", "C", "S", "H", "H", "H", "H"], "coordinates": [[0.086318, 3.246714, 1.636482], [0.149296, 2.116267, 1.453975], [0.300818, 0.723463, 1.065959], [0.426142, 0.417430, -0.439908], [-0.726613, 0.045120, 0.327642], [-1.817164, -0.716057, 0.438410], [-2.529349, -1.059962, 1.866807], [1.053227, 0.311520, 1.797150], [0.424028, 1.290905, -1.083244], [1.124195, -0.460303, -0.647133], [-2.148868, -0.991512, -0.599449]], "atomic_forces_ev_per_a": [[0.0, 0.1, 0.2], [-0.6, 0.1, -0.7], [1.0, -0.3, 0.4], [0.8, -1.5, 0.9], [1.5, 1.4, 0.3], [-0.2, 0.0, -0.5], [-0.1, -0.1, -0.5], [-1.2, -0.7, -1.0], [-0.3, -0.3, -0.3], [-0.9, 1.5, -0.1], [0.0, -0.1, 1.1]], "mulliken_charge": [-0.372, 0.131, -0.046, -0.412, 0.021, -0.093, -0.307, 0.271, 0.276, 0.246, 0.285], "homo_lumo_gap_ev": 9.085, "smiles": "N#C[C@@H]1CN1C=S"}